C46H100CdN4O14 as an isolated structure in a non-equilibrium geometry, computed with ωB97M-V with the def2-TZVPD basis set.

The geometry in XYZ format:
```
165
Properties=species:S:1:pos:R:3:forces:R:3:lowdin_charge:R:1
Cd 12.84950 -9.97761 -12.11680 0.2 -0.6 -1.7 1.44
C 10.37695 -7.16452 -13.70107 -0.4 0.6 -0.2 0.00
C 11.31871 -8.20128 -13.20489 1.3 -0.8 2.8 -0.71
O 12.41930 -7.91141 -12.65310 0.3 3.2 -1.1 -0.12
O 11.05109 -9.42718 -13.06857 -3.7 -0.4 -2.0 -0.14
H 10.61783 -6.97231 -14.74660 -0.5 -0.1 -0.1 0.09
H 10.47082 -6.20427 -13.19389 0.7 -0.1 0.1 0.08
H 9.33062 -7.40640 -13.51459 0.1 -0.6 -0.6 0.09
C 13.33663 -13.76172 -13.43078 -0.9 0.4 -0.9 0.01
C 13.39315 -12.32993 -12.95193 1.7 1.3 0.0 -0.72
O 13.52010 -11.26000 -13.61528 0.2 -1.8 -4.8 -0.14
O 13.36816 -12.07058 -11.74871 -0.7 -2.9 4.0 -0.10
H 14.05398 -14.08071 -14.18693 0.5 0.3 0.4 0.08
H 12.42371 -13.77936 -14.02606 -0.4 -0.2 0.0 0.07
H 13.22926 -14.47696 -12.61530 0.2 0.3 0.0 0.07
C 10.48579 -6.14808 -9.53160 0.0 -0.4 -1.7 -0.24
C 9.87381 -7.58038 -9.79176 1.0 2.6 1.0 -0.15
O 10.39294 -8.38100 -8.70454 -1.2 0.1 -0.8 -0.07
O 9.96590 -5.56664 -8.36889 -0.4 -0.2 0.6 -0.06
H 10.27808 -5.46100 -10.35189 -0.3 -0.2 -0.6 0.11
H 11.57418 -6.13327 -9.47415 0.2 -0.8 0.0 0.11
H 10.13504 -7.97236 -10.77472 0.4 -0.1 0.2 0.10
H 8.79332 -7.43997 -9.82233 -0.2 -0.4 0.5 0.13
H 9.86515 -8.10549 -7.95146 0.1 -0.2 0.4 0.11
H 10.23149 -4.64640 -8.43399 -0.2 0.1 0.4 0.09
C 13.11046 -9.68949 -9.34056 0.1 0.8 1.0 -0.19
C 14.20632 -8.80893 -9.89812 -0.3 0.9 2.6 -0.27
O 14.55123 -9.28646 -11.12496 2.5 0.4 -0.6 -0.14
O 12.01666 -9.68944 -10.23383 -0.3 -0.9 0.8 -0.15
H 12.78505 -9.31593 -8.36966 0.1 -0.1 0.1 0.13
H 13.54726 -10.68393 -9.24895 -0.5 -0.3 -0.1 0.13
H 15.11027 -8.82353 -9.28921 -0.1 -0.3 0.7 0.14
H 13.89728 -7.76367 -9.89317 -0.3 0.2 -0.4 0.12
H 15.41428 -8.89718 -11.28370 0.3 -0.2 -1.1 0.08
H 11.21495 -9.21279 -10.00654 0.4 -0.1 0.9 0.05
C 9.87350 -12.48802 -11.48848 -0.6 -0.6 1.4 -0.22
C 9.21790 -13.74853 -10.80868 -1.3 -0.6 -2.0 -0.17
O 7.99643 -14.23811 -11.46310 0.6 1.0 0.6 -0.10
O 8.95975 -11.41161 -11.71723 0.1 -0.7 0.5 -0.07
H 10.41120 -12.67317 -12.41838 -0.1 -0.6 -0.1 0.09
H 10.61337 -12.24515 -10.72579 0.4 0.5 -0.1 0.10
H 8.96512 -13.66586 -9.75163 0.1 0.6 -0.1 0.11
H 9.84046 -14.63505 -10.92953 1.0 0.4 0.4 0.11
H 8.25742 -14.25634 -12.38676 -0.3 -0.1 -0.5 0.02
H 9.48486 -10.75143 -12.17552 0.1 0.4 -0.3 0.03
C 18.32714 -18.13083 -8.63609 0.0 0.4 -0.3 -0.04
C 17.94901 -16.92143 -9.63374 -0.7 -2.0 1.3 -0.43
C 17.60140 -17.69694 -10.94685 -0.1 2.6 -0.7 -0.12
C 16.89850 -16.73871 -12.00119 1.4 -1.2 0.7 -0.18
C 15.69109 -16.15015 -11.33611 -0.8 0.7 0.5 -0.15
C 15.83949 -15.42692 -9.93687 -0.5 -1.4 0.5 -0.47
N 16.66079 -16.32442 -9.08018 0.8 -1.2 -2.0 -0.13
O 16.73291 -15.97351 -7.72874 0.3 0.7 0.0 -0.02
C 16.40857 -14.07020 -10.16730 0.0 0.8 -0.4 -0.04
C 14.41134 -15.37536 -9.24841 0.4 -1.0 -1.1 -0.02
C 19.15951 -15.97988 -9.81302 -0.6 1.5 1.2 -0.03
H 18.94120 -18.84543 -9.18414 -0.2 -0.1 -0.2 0.07
H 17.43087 -18.63001 -8.26782 -0.3 -0.1 -0.5 0.07
H 18.89362 -18.01566 -7.71200 0.1 1.2 -0.1 0.07
H 18.57150 -18.09432 -11.24535 -0.3 -0.2 -0.5 0.11
H 16.82853 -18.46269 -10.88054 0.4 -0.3 0.8 0.12
H 16.64982 -17.39820 -12.83266 -0.6 0.0 -0.1 0.10
H 17.44131 -15.94916 -12.52086 0.8 0.0 0.6 0.10
H 14.91756 -16.90982 -11.22360 -0.2 0.0 -0.1 0.12
H 15.38997 -15.37143 -12.03683 -0.8 0.0 0.2 0.10
H 15.66537 -13.45460 -10.67404 -0.3 0.3 0.4 0.07
H 16.71881 -13.63648 -9.21664 0.1 0.3 -0.2 0.10
H 17.20842 -14.09641 -10.90734 0.4 -0.1 0.4 0.06
H 14.09267 -16.41505 -9.17364 0.1 -0.3 0.3 0.07
H 14.30902 -14.94657 -8.25154 0.5 0.3 -0.2 0.08
H 13.65942 -14.97548 -9.92871 0.2 0.6 0.0 0.07
H 20.15136 -16.31949 -10.11137 -0.4 -0.7 -0.2 0.08
H 19.29541 -15.52250 -8.83300 0.3 -0.3 0.5 0.08
H 18.96615 -15.04397 -10.33723 -0.3 -0.4 -0.8 0.06
H 16.12792 -16.59826 -7.32221 0.0 -0.1 0.2 0.10
C 19.33771 -10.35300 -13.95505 0.1 0.9 0.3 -0.02
C 18.37838 -10.01273 -12.76526 0.9 -0.5 0.8 -0.45
C 19.23037 -9.62958 -11.47353 0.2 1.1 -1.0 -0.13
C 19.88410 -8.28495 -11.68424 0.4 0.4 -0.6 -0.23
C 18.83947 -7.18114 -11.87711 -0.3 -0.1 -2.0 -0.08
C 17.65844 -7.45547 -13.00983 1.8 0.1 1.7 -0.41
N 17.45652 -8.92258 -13.14270 1.6 0.7 2.6 -0.15
O 16.39887 -9.33210 -13.87923 -1.2 0.0 -0.8 -0.01
C 16.39174 -6.80538 -12.43738 0.1 0.3 -0.6 -0.05
C 17.96310 -6.79203 -14.42277 -1.5 -1.7 0.6 -0.01
C 17.59798 -11.29372 -12.42848 -0.9 0.1 -1.0 -0.04
H 20.09370 -11.10481 -13.72840 -0.2 -0.2 0.1 0.08
H 19.88354 -9.45546 -14.24587 0.1 0.1 0.1 0.06
H 18.80000 -10.61779 -14.86546 -0.3 -0.4 0.2 0.07
H 18.67584 -9.45923 -10.55072 -0.6 -1.0 0.0 0.12
H 20.08652 -10.29195 -11.34560 -0.6 -0.7 0.2 0.12
H 20.61266 -8.43591 -12.48081 -0.4 0.6 -0.9 0.10
H 20.61260 -8.00641 -10.92279 -0.5 0.0 0.8 0.11
H 19.35618 -6.27200 -12.18465 -0.1 0.1 -0.1 0.10
H 18.34204 -6.90925 -10.94613 0.0 -0.4 0.1 0.10
H 16.54636 -5.72850 -12.50458 -0.5 0.2 -0.8 0.09
H 15.56705 -7.23341 -13.00729 -0.4 0.8 -0.1 0.08
H 16.13933 -6.83397 -11.37740 0.5 -1.1 0.3 0.07
H 17.97654 -5.70822 -14.53795 0.8 -0.1 0.5 0.08
H 18.69289 -7.40575 -14.95084 0.6 0.6 0.1 0.07
H 17.04622 -7.01996 -14.96634 -0.3 -0.1 -0.3 0.05
H 18.22943 -12.14113 -12.16151 0.2 0.3 0.3 0.08
H 17.06366 -11.60386 -13.32648 0.1 -0.1 -0.2 0.08
H 16.76446 -11.16881 -11.73730 0.3 0.2 0.5 0.08
H 16.68986 -9.31166 -14.79384 -0.1 -0.1 -0.6 0.07
C 9.47952 -11.78380 -15.57846 -0.3 -1.1 1.2 -0.01
C 8.27434 -12.78121 -15.79981 1.3 1.3 0.1 -0.47
C 7.86375 -12.55121 -17.27522 -1.9 0.6 0.9 -0.15
C 6.86821 -13.54718 -17.82978 2.2 -2.6 -0.6 -0.15
C 7.58275 -14.96516 -17.67171 -1.2 0.7 1.7 -0.11
C 7.90545 -15.29508 -16.17328 -1.5 -0.2 0.3 -0.47
N 8.66027 -14.17309 -15.61599 0.8 0.1 -2.2 -0.13
O 9.01184 -14.44755 -14.31276 0.4 -0.2 1.2 -0.02
C 6.60664 -15.54233 -15.29214 0.2 -0.7 -0.7 -0.01
C 8.80850 -16.54572 -16.22181 1.1 0.2 -0.5 -0.05
C 7.17844 -12.36181 -14.82256 -1.3 -0.3 -0.4 -0.02
H 9.91573 -11.91528 -14.58825 0.1 -0.5 0.2 0.05
H 9.11129 -10.76690 -15.44274 0.0 0.1 -0.9 0.09
H 10.29790 -11.93082 -16.28326 -0.2 0.3 -0.3 0.06
H 7.30943 -11.61274 -17.26494 0.4 0.5 0.0 0.12
H 8.66961 -12.42559 -17.99835 0.4 -0.3 0.4 0.12
H 6.90032 -13.41068 -18.91072 -0.8 0.2 -0.1 0.10
H 5.85575 -13.59465 -17.42882 0.2 0.4 0.0 0.10
H 8.53288 -14.97611 -18.20578 -0.1 0.0 -0.2 0.11
H 6.91982 -15.77477 -17.97694 0.1 0.0 -0.5 0.11
H 6.34027 -16.59219 -15.16993 0.4 -0.3 -0.2 0.07
H 6.73229 -15.18860 -14.26882 0.0 0.3 -0.2 0.07
H 5.70991 -15.15375 -15.77483 0.1 0.6 0.2 0.07
H 8.48808 -17.40619 -16.80921 -0.9 0.2 0.0 0.08
H 9.67859 -16.21209 -16.78726 0.4 0.0 0.1 0.08
H 9.20164 -16.99973 -15.31219 -0.4 0.4 0.5 0.08
H 7.35169 -12.33627 -13.74672 0.9 -0.1 -0.1 0.08
H 6.37529 -13.08917 -14.94093 -0.4 0.3 0.0 0.07
H 6.78571 -11.37870 -15.08209 0.0 0.1 -0.1 0.09
H 9.81837 -14.94774 -14.45742 0.3 0.0 0.5 0.11
C 14.31445 -12.17838 -17.14520 1.6 -1.5 1.1 -0.04
C 13.78463 -11.22830 -18.15962 -1.2 -0.4 0.8 -0.53
C 12.99773 -10.22285 -17.33653 -1.8 2.1 -0.8 -0.15
C 13.75553 -9.17525 -16.53887 0.3 -1.4 -0.9 -0.15
C 14.77383 -8.56865 -17.50543 -0.5 2.2 3.4 -0.18
C 15.55263 -9.40139 -18.44030 2.1 0.0 -0.2 -0.41
N 14.80118 -10.56762 -18.94574 -0.1 2.8 0.2 -0.11
O 15.47944 -11.28274 -19.93973 -0.1 -0.5 0.6 0.01
C 15.90885 -8.37518 -19.61724 0.1 -2.4 -1.2 -0.03
C 16.90990 -9.84306 -17.61277 -0.6 1.4 -2.1 0.00
C 12.79823 -11.95212 -19.09345 -0.3 0.1 -0.1 -0.02
H 13.67926 -12.64516 -16.39237 -1.2 -0.2 -0.8 0.08
H 14.91767 -11.68400 -16.38374 0.8 0.4 -0.5 0.07
H 14.88169 -12.95608 -17.65657 0.3 -0.2 0.3 0.09
H 12.43622 -9.67553 -18.09366 -0.2 0.5 -0.3 0.12
H 12.16945 -10.60987 -16.74300 0.4 -0.9 0.1 0.11
H 14.23544 -9.69109 -15.70720 0.2 0.1 0.2 0.08
H 13.11028 -8.41855 -16.09260 -0.1 0.0 -0.2 0.12
H 15.45638 -8.13109 -16.77690 1.0 -0.2 0.0 0.09
H 14.49357 -7.57310 -17.84957 -1.0 -0.5 -1.1 0.12
H 16.60459 -7.54563 -19.49117 -0.1 -0.2 0.8 0.08
H 16.30803 -8.99747 -20.41819 0.8 -0.1 0.0 0.06
H 15.04008 -8.03258 -20.17934 -0.6 0.3 0.8 0.08
H 17.57371 -10.34052 -18.31986 -0.2 -1.1 0.4 0.07
H 17.53121 -8.96456 -17.43867 -0.4 0.6 0.2 0.06
H 16.70817 -10.27062 -16.63063 -0.1 -0.6 -0.5 0.05
H 13.22049 -12.91430 -19.38330 -0.3 0.0 -0.2 0.08
H 12.46592 -11.39199 -19.96748 0.8 0.3 -0.4 0.08
H 11.80399 -12.06038 -18.66001 0.2 -0.6 0.8 0.07
H 14.87974 -11.19825 -20.68460 0.1 -0.1 -0.4 0.10
```
Forces are in eV/Å.

Properties
Calculated total energy in eV: -88502.5204
Highest occupied orbital energy in eV: -7.90
HOMO-LUMO gap in eV: 8.22